No. 1
Molecular formula: C5H17F4N2O14PS4Ti
Method: DFT, the ωB97M-V functional and the def2-TZVPD basis

Calculated values
Net charge: -1
LUMO level (alpha / beta) in eV: 2.14 / 2.14
Expectation value of S²: 3.75
Spin multiplicity: 4
Electronic energy in a.u.: -4546.71063
Highest occupied orbital energy (alpha / beta) in eV: -2.40 / -7.56

CARTESIAN COORDINATES (ANGSTROEM)
Ti  16.223  -22.647  -22.016
N  14.117  -22.997  -21.390
S  12.716  -22.666  -22.142
O  11.659  -22.491  -21.207
O  12.482  -23.358  -23.345
F  13.073  -21.188  -22.557
S  13.986  -24.635  -21.139
O  14.198  -25.460  -22.264
O  13.138  -25.059  -20.084
F  15.457  -24.701  -20.450
N  16.678  -22.073  -24.158
S  17.441  -20.809  -24.896
O  16.661  -20.035  -25.783
O  18.763  -21.165  -25.269
F  17.616  -19.915  -23.616
S  15.640  -22.619  -25.264
O  16.191  -23.188  -26.442
O  14.457  -21.852  -25.354
F  15.152  -23.905  -24.475
C  15.205  -21.473  -18.591
O  15.353  -21.037  -19.939
H  14.195  -21.808  -18.341
H  15.863  -22.326  -18.398
H  15.483  -20.631  -17.961
H  14.809  -21.679  -20.431
C  18.096  -25.176  -23.739
O  18.362  -23.898  -23.132
H  17.236  -25.680  -23.299
H  17.965  -25.054  -24.815
H  18.991  -25.780  -23.587
H  17.854  -23.288  -23.708
C  20.747  -24.176  -20.655
O  19.987  -24.279  -19.448
P  18.901  -23.189  -19.117
O  17.893  -23.005  -20.139
O  18.350  -23.656  -17.737
C  19.096  -23.540  -16.519
O  19.712  -21.878  -18.757
C  20.226  -21.019  -19.770
H  21.718  -23.724  -20.454
H  20.219  -23.585  -21.408
H  20.865  -25.167  -21.087
H  18.420  -23.169  -15.753
H  19.983  -22.925  -16.627
H  19.394  -24.543  -16.207
H  19.973  -19.986  -19.543
H  19.830  -21.254  -20.759
H  21.314  -21.104  -19.804

---

No. 2
Molecular formula: C5H17N2O
Method: DFT, the ωB97M-V functional and the def2-TZVPD basis

Calculated values
Net charge: +1
Energy above the lowest of the compared OMol25 structures with the same formula, charge and spin in kJ/mol: 623.7
LUMO level in eV: -8.85
Spin multiplicity: 1
Electronic energy in a.u.: -385.00319
Highest occupied orbital energy in eV: -13.82

CARTESIAN COORDINATES (ANGSTROEM)
C  1.915  0.617  -0.532
N  1.697  -0.759  -0.193
C  2.720  -1.319  0.655
C  0.631  1.228  -1.128
N  -0.316  0.986  -0.172
C  -5.163  -3.023  0.181
C  0.936  2.776  -1.447
H  2.756  0.679  -1.224
H  2.157  1.198  0.374
H  0.768  -0.783  0.257
H  3.697  -1.345  0.177
H  2.791  -0.738  1.590
H  2.414  -2.312  0.977
H  0.456  0.705  -2.095
H  -1.256  1.181  -0.548
H  -4.269  -2.425  -0.024
H  -5.712  -2.400  0.880
H  -5.694  -3.262  -0.732
H  -4.818  -3.909  0.709
H  1.843  2.757  -2.039
H  0.120  3.188  -2.035
H  0.979  3.229  -0.463
H  0.316  1.385  3.054
H  0.285  1.344  1.496
O  0.748  1.003  2.280

---

No. 3
Molecular formula: C5H17N2O
Method: DFT, the ωB97M-V functional and the def2-TZVPD basis

Calculated values
Net charge: +1
Energy above the lowest of the compared OMol25 structures with the same formula, charge and spin in kJ/mol: 330.4
LUMO level in eV: -3.01
Spin multiplicity: 1
Electronic energy in a.u.: -385.11489
Highest occupied orbital energy in eV: -13.38

CARTESIAN COORDINATES (ANGSTROEM)
C  -1.457  1.238  -0.512
N  -1.539  -0.248  -0.566
C  -1.424  -0.812  -2.008
C  -0.826  -2.198  -2.060
C  0.064  1.448  -0.074
N  0.643  0.414  0.802
C  0.223  0.642  2.240
H  -1.774  1.913  -1.294
H  -2.049  1.578  0.462
H  -2.310  -0.808  -0.062
H  -2.286  -0.727  -2.653
H  -0.981  -0.070  -2.490
H  -1.056  -2.575  -3.016
H  -1.262  -2.771  -1.185
H  0.232  -2.021  -2.004
H  0.110  2.460  0.565
H  0.840  1.537  -0.883
H  1.713  0.373  0.939
H  0.138  -0.532  0.535
H  -0.438  1.561  2.383
H  0.984  0.683  2.907
H  -0.292  -0.292  2.495
H  3.607  -0.148  2.251
H  4.933  -0.619  1.774
O  4.206  -0.025  1.454

---

No. 4
Molecular formula: C5H17N2O
Method: DFT, the ωB97M-V functional and the def2-TZVPD basis

Calculated values
Net charge: +1
Energy above the lowest of the compared OMol25 structures with the same formula, charge and spin in kJ/mol: 234.2
LUMO level in eV: -2.74
Spin multiplicity: 1
Electronic energy in a.u.: -385.15154
Highest occupied orbital energy in eV: -13.15

CARTESIAN COORDINATES (ANGSTROEM)
N  0.907  0.900  -2.977
C  -0.054  -0.044  -2.329
C  0.328  -0.628  -0.887
N  0.226  0.385  0.206
C  0.940  0.623  2.522
C  0.879  -0.416  1.396
C  -0.187  -1.529  1.877
H  0.549  1.587  -3.544
H  0.807  1.268  -0.029
H  1.590  0.323  -3.367
H  -0.213  -0.858  -2.990
H  -1.068  0.415  -2.244
H  1.325  -1.044  -0.950
H  -0.330  -1.457  -0.796
H  -0.743  0.624  0.445
H  1.501  0.286  3.499
H  0.089  0.726  3.111
H  1.353  1.702  2.257
H  1.789  -0.889  0.980
H  -1.230  -1.133  1.751
H  -0.200  -2.516  1.274
H  0.214  -1.715  3.001
H  -2.208  1.423  -1.200
H  -3.561  1.130  -0.415
O  -2.700  0.836  -0.591

---

No. 5
Molecular formula: C5H17N2O
Method: DFT, the ωB97M-V functional and the def2-TZVPD basis

Calculated values
Net charge: +1
Energy above the lowest of the compared OMol25 structures with the same formula, charge and spin in kJ/mol: 159.1
LUMO level in eV: -3.01
Spin multiplicity: 1
Electronic energy in a.u.: -385.18013
Highest occupied orbital energy in eV: -12.78

CARTESIAN COORDINATES (ANGSTROEM)
C  -1.538  -0.064  1.267
C  -0.611  -1.250  1.124
C  -0.342  -1.831  -0.326
C  0.991  -1.448  -0.906
C  1.204  0.067  -1.164
N  2.286  0.650  -0.389
N  -0.743  1.246  1.414
H  -2.252  -0.116  2.134
H  -2.209  0.282  0.503
H  -1.062  -2.133  1.568
H  0.327  -1.210  1.688
H  -0.140  -2.982  -0.279
H  -1.164  -1.611  -1.022
H  1.170  -2.030  -1.791
H  1.837  -1.813  -0.186
H  1.303  0.259  -2.224
H  0.331  0.534  -0.716
H  3.012  1.028  -0.962
H  2.649  -0.102  0.193
H  -0.163  1.419  2.238
H  -1.312  2.083  1.343
H  -0.014  1.243  0.691
H  -0.739  2.313  -1.946
H  -1.733  3.086  -1.205
O  -1.088  2.379  -1.046

---

No. 6
Molecular formula: C5H17N2O2S
Method: DFT, the ωB97M-V functional and the def2-TZVPD basis

Calculated values
Net charge: -1
Energy above the lowest of the compared OMol25 structures with the same formula, charge and spin in kJ/mol: 46.2
LUMO level in eV: 3.47
Spin multiplicity: 1
Electronic energy in a.u.: -858.88412
Highest occupied orbital energy in eV: -3.54

CARTESIAN COORDINATES (ANGSTROEM)
C  2.090  -0.652  -0.779
N  0.857  -0.660  -1.598
C  0.014  -1.890  -1.467
C  -1.400  -1.879  -0.788
S  -1.471  -1.347  0.949
C  2.024  0.110  0.534
N  2.800  1.398  0.550
C  2.190  2.319  -0.434
H  2.260  -1.703  -0.552
H  2.825  -0.175  -1.442
H  0.186  0.092  -1.553
H  -0.135  -2.252  -2.479
H  0.559  -2.697  -0.971
H  -1.632  -2.951  -0.733
H  -2.151  -1.450  -1.446
H  0.994  0.343  0.813
H  2.327  -0.378  1.462
H  2.725  1.807  1.469
H  2.745  3.183  -0.795
H  1.765  1.735  -1.244
H  1.333  2.821  0.035
H  -0.905  1.948  1.278
H  -1.349  0.512  1.547
O  -1.528  1.501  1.837
H  -3.252  0.591  -0.271
H  -2.880  1.658  0.727
O  -3.431  1.522  -0.084